(1)
Formula: C42H87BN5O6
Source: the OMol25 dataset
Level of theory: the ωB97M-V functional and the def2-TZVPD basis

XYZ file:
```
141
Properties=species:S:1:pos:R:3:mulliken_spin:R:1
H 1.7282 -0.0169 -1.3167 -0.014
H -1.7046 1.8613 2.4869 0.000
C 3.5887 -7.6877 0.1243 -0.010
H -2.5668 -3.0908 -0.8977 -0.001
H -2.8691 5.6993 2.3247 0.000
O 4.9191 3.1858 3.4472 0.578
C -4.7045 0.4815 -0.4563 -0.016
H 4.1752 -8.1191 -0.6883 0.001
H -0.2225 -9.9495 -1.8700 -0.007
H -6.3863 7.1597 -0.7976 -0.010
C -1.9331 -2.2031 -0.8547 -0.033
H 3.7279 -6.6068 0.1068 0.004
H -4.5741 -1.5482 -1.1635 0.000
C -2.6970 -1.0354 -0.2164 0.048
H -3.6150 -0.4133 -2.0810 0.003
H -4.5584 7.1825 3.5408 0.003
C -3.9197 -0.6781 -1.0635 0.016
C 2.3973 -0.8205 -1.6681 0.015
H 3.9543 -4.2059 -4.6263 0.000
H 2.8447 1.8825 4.0413 0.000
H -2.0027 3.4808 0.7711 0.000
H -8.0588 7.9551 2.1753 0.003
C -3.2015 -1.6060 1.1258 0.013
H -2.4079 0.2996 2.4132 -0.014
H -1.0484 -2.4559 -0.2667 0.005
H 1.4754 -10.1967 -0.3527 -0.011
H 4.5356 0.6749 2.5521 0.003
C -6.8575 6.4067 1.2443 0.017
H -5.2032 0.1733 0.4670 0.000
H -0.1338 -6.4310 -3.0921 0.002
C -7.1160 7.4375 2.3669 0.019
H 4.4203 -2.3370 -1.5125 0.000
H 0.9106 -3.0079 -2.1385 -0.004
H 5.3561 5.5727 0.3031 -0.003
O 5.4476 -1.1937 -3.0270 0.000
C -3.7960 1.6805 -0.1927 0.016
H -0.6055 -8.1180 1.3743 -0.001
O -1.2217 0.3868 -1.1682 0.613
H -3.4842 8.6453 0.3385 0.000
H 3.1279 -4.0475 -2.0166 0.008
H -6.2000 8.9618 3.5792 0.002
H 5.9782 -1.3829 -5.1790 0.000
H -2.8266 5.7190 0.5575 0.007
C 5.4987 3.6179 1.2945 0.028
H -3.8707 8.5765 2.7458 0.001
H -8.8784 5.6430 1.3235 0.001
C -1.5745 2.6398 0.2230 -0.018
C 6.7205 4.3621 1.8627 -0.008
C -0.4107 -7.4500 -2.8204 -0.006
H 1.6521 -7.7187 2.1175 0.002
C -2.4310 1.3862 0.4697 0.008
H -6.0563 9.2582 1.8669 0.000
H -0.5483 2.5015 0.5678 0.009
H 5.5289 0.2160 0.3931 0.005
H -7.7997 6.1931 -0.7276 0.000
C 0.0381 -7.8252 -1.4029 0.034
H -7.8528 7.8424 -0.1031 0.000
H -0.2516 -5.8235 -0.6181 -0.008
N -1.8009 0.1354 -0.0247 0.321
H 6.4302 5.2933 2.3539 -0.003
O 6.1400 -3.2304 -4.0971 0.000
C 2.7203 -3.8816 -3.0317 0.010
B 6.3787 -1.7420 -4.0798 0.000
H 5.3387 4.2135 -0.8228 0.000
N 1.5217 -7.8702 -1.3161 0.338
H -7.2594 6.8965 3.3080 0.002
H 0.0219 -8.1301 -3.5570 0.000
C -3.0057 6.3289 1.4451 -0.028
H -1.6813 -9.1490 -1.2941 0.000
C 2.3812 2.2749 3.1359 -0.004
C 2.1070 -8.0953 0.0297 0.029
H -0.4467 -9.5942 -0.1543 0.000
H -5.1961 8.5556 0.0529 0.001
C 1.5485 -2.8724 -3.0339 0.004
H -4.1149 7.4068 -0.7415 -0.006
H 6.6175 2.4397 -0.1451 0.001
H 1.7734 -6.2770 1.1432 0.005
H -5.5034 0.7775 -1.1413 0.002
C -0.5996 -9.2096 -1.1611 0.009
H 4.0035 -8.0483 1.0676 0.000
H 7.4032 4.6096 1.0483 0.001
C -4.6415 7.8082 2.6465 0.019
C -4.3939 6.9753 1.3878 0.037
H -1.6494 -6.8579 -0.4534 0.000
H 3.4184 -0.4135 -1.7758 0.001
C 6.0408 2.2697 0.7664 0.026
H -0.4864 -6.4121 1.7185 0.002
C 4.0214 1.0655 1.6673 0.022
O 1.9830 -6.7396 -1.7796 0.577
H 1.9877 3.7572 0.9379 -0.018
H 3.1197 -10.0422 0.1063 -0.001
H 1.5793 1.5866 2.8632 0.001
H -1.6137 -1.9893 -1.8749 0.003
C 2.1299 -9.6243 0.2990 0.008
H 4.4921 1.3475 -0.4288 0.001
H -4.3372 2.4211 0.4018 0.000
H 0.8922 -3.0700 -3.9027 0.002
H 3.9186 4.6560 0.1183 -0.011
H 2.4352 -1.5814 -0.8710 0.001
H 2.3458 -4.8638 -3.3764 -0.014
N -5.4479 5.9422 1.1966 0.329
H -1.4967 -7.5192 -2.9037 0.000
H 2.7867 -1.1955 -3.8001 0.000
H 7.5262 -1.4117 -3.8268 0.000
C -6.0172 8.4678 2.6216 -0.017
H -1.5423 2.9275 -0.8285 -0.001
H -7.7009 4.4358 0.8011 -0.001
C -7.8660 5.2693 1.4860 -0.011
H -3.4606 1.7116 2.3937 0.001
H 5.4169 -4.4863 -2.7593 0.000
C 1.3870 -7.3012 1.1432 0.013
H 6.2684 -2.3197 -1.6157 0.000
H 6.7521 1.8698 1.4972 0.005
H 3.2529 0.3290 1.4183 0.001
H -3.8035 -2.4987 0.9471 0.000
N 3.8350 -3.4871 -3.9265 0.002
C 2.4918 2.8017 0.7715 0.037
H -3.6151 2.1529 -1.1641 0.002
H -3.8425 -0.9232 1.6808 0.001
H 1.9239 3.2381 3.3752 -0.004
H -2.2284 7.0933 1.4810 -0.001
H -2.3698 -1.8944 1.7717 -0.007
C -4.3063 7.9437 0.1896 0.013
N 4.3964 3.4568 2.2795 0.336
H 7.2817 3.7604 2.5779 0.000
H 1.8630 -9.8603 1.3318 0.000
C 1.9978 -1.3924 -3.0618 0.001
H -7.8275 4.8850 2.5055 0.001
H 1.7205 2.0450 0.6185 0.000
C 5.0891 -3.5061 -3.1702 0.000
O -5.2847 5.0225 2.1111 0.600
C -0.5580 -6.8489 -0.3870 0.029
C 3.3751 2.4158 1.9763 0.012
C 4.9993 4.5504 0.1585 0.020
C -0.1325 -7.1906 1.0376 -0.017
H 1.1215 -0.8013 -3.3974 -0.001
C 5.3124 -2.3056 -2.1705 0.000
C -7.2399 6.9405 -0.1624 0.020
C -2.5189 1.3055 2.0175 0.025
H 3.0345 2.8621 -0.1694 0.003
C 5.0129 1.1704 0.5147 -0.028
```

As for the net charge: -1. Its expectation value of S² is 6.016. The frontier orbital gap (alpha / beta) is 0.1837 / 0.1618 Ha. As for the multiplicity: 5. The total energy comes out at -2402.32214 a.u.

(2)
Formula: C10H19NSi
Source: the OMol25 dataset
Level of theory: the ωB97M-V functional and the def2-TZVPD basis

XYZ file:
```
31
Properties=species:S:1:pos:R:3:lowdin_charge:R:1
H 0.7021 -3.4827 -0.3935 0.077
H 0.0356 3.4265 2.0969 0.029
H 0.9263 3.5474 0.5382 0.015
H 3.4099 -0.9480 0.2623 0.031
H -2.7634 -0.5438 -2.0496 0.071
H -2.5996 2.2045 -0.2441 0.055
C -0.0517 3.3401 0.9646 -0.214
C 1.3090 -0.8757 0.1916 -0.227
H -0.8787 3.9300 0.6910 -0.008
H -0.9979 -3.2615 -0.8676 0.068
C 2.6514 -1.6398 0.2804 -0.028
C -2.7092 1.1830 -0.5448 -0.084
H 0.5110 -2.8749 -1.9097 0.090
C 1.2557 0.3642 0.7209 -0.318
H -1.4146 -1.8828 -2.1362 0.061
H 2.0865 1.6659 2.1526 0.050
C -0.0063 -2.8434 -0.9468 -0.079
C -1.0755 -0.7016 -0.6806 -0.304
C 0.0872 -1.3828 -0.4924 -0.196
H -2.7853 -2.0285 -1.0721 0.098
Si -0.2610 1.4431 0.7858 0.661
H -0.8099 1.2826 2.7365 -0.011
C -2.1253 -1.3066 -1.5602 -0.036
H 2.6855 -2.3497 -0.5766 0.086
H -2.8900 1.0983 -1.6425 0.091
H -3.4977 0.8710 0.0526 0.068
C 2.4569 0.9549 1.4328 -0.119
H 2.5577 -2.1901 1.2358 0.106
H 3.1993 1.3285 0.7727 0.070
H 2.9380 0.1415 1.9845 0.074
N -1.3906 0.5796 -0.2357 -0.178
```

The frontier orbital gap is 0.2846 Ha. The total energy comes out at -736.57967 a.u.

(3)
Formula: C47H54AsClFLuN2O7S4Si
Source: the OMol25 dataset
Level of theory: the ωB97M-V functional and the def2-TZVPD basis

XYZ file:
```
119
Properties=species:S:1:pos:R:3:lowdin_charge:R:1
C 14.3113 19.5429 18.6185 -0.017
C 16.8767 9.5771 14.5804 -0.357
C 18.5462 7.7684 18.1982 -0.105
O 7.2063 11.1079 17.8899 0.057
C 15.8261 8.6814 14.4436 -0.089
H 12.7077 16.2035 14.3800 0.063
C 18.8053 10.7211 13.7770 -0.212
S 14.2118 15.7965 11.9680 0.787
C 10.4974 9.4230 17.5948 -0.018
C 15.4866 17.4128 9.2095 -0.058
C 12.8459 11.0883 10.2944 -0.031
C 12.6366 12.4597 9.7375 -0.613
H 17.6853 7.9907 16.2533 0.103
C 11.3929 11.9033 18.4117 -0.128
C 16.3074 11.9945 11.3029 0.003
H 21.1325 13.7118 14.5388 0.082
H 19.3413 7.7779 20.1951 0.094
C 11.9884 15.8286 13.6339 -0.555
H 9.3837 12.4583 18.5951 0.103
C 9.5460 10.4213 17.9338 -0.172
H 13.9360 12.0474 8.0270 0.088
H 18.5655 13.8634 9.4348 0.079
S 14.0826 11.2390 18.1269 0.404
H 17.5489 12.5462 8.7296 0.080
H 18.3377 13.4604 12.3827 0.064
H 10.9819 12.9793 11.0953 0.105
C 20.7563 12.0500 13.2133 -0.100
H 19.3486 10.2429 20.3423 0.091
H 7.7222 11.9423 17.7339 0.104
O 15.6259 17.7313 17.9880 0.059
C 19.0114 9.7687 19.4430 -0.091
H 13.8361 10.7303 10.0837 0.062
H 18.5539 6.7052 18.1692 0.083
C 16.8636 7.7800 12.4631 -0.111
C 8.1185 10.0671 17.8685 -0.482
H 20.0258 10.4294 12.0394 0.096
C 13.0607 20.1526 18.7086 -0.105
C 19.0184 8.3830 19.3432 -0.116
H 17.0438 11.3443 11.7679 0.066
H 19.2287 13.2015 16.0570 0.056
C 13.3307 16.1188 17.2906 -0.460
H 10.1353 8.4419 17.2575 0.116
H 15.7600 11.4556 10.5529 0.063
H 12.8597 13.3909 7.7623 0.069
C 12.7191 14.9672 12.5839 -0.612
H 11.5605 16.7093 13.1480 0.067
C 18.6396 11.4966 14.9411 -0.283
H 12.5715 8.9317 17.3268 0.087
H 13.0146 21.1410 19.1278 0.083
C 13.2496 17.5207 17.7963 -0.072
H 21.5905 12.3271 12.5653 0.096
H 18.6563 8.7912 11.7523 0.115
S 10.6790 14.8282 14.3817 0.808
N 12.5371 14.3460 16.3384 -0.260
H 11.1130 13.9855 9.6436 0.086
C 18.0337 8.5332 17.1567 -0.103
O 14.0957 15.3875 8.8736 -0.141
C 17.9342 9.9044 17.2850 -0.373
H 15.1902 20.0455 18.9298 0.095
H 18.3425 11.5911 18.5269 -0.007
H 12.1650 10.3417 9.8382 0.098
C 14.3925 18.2394 18.1041 -0.284
O 16.0183 14.0966 10.0460 -0.139
C 15.5634 16.0519 7.0900 -0.023
H 15.9413 16.9045 6.5321 0.076
H 13.0218 14.0053 13.0182 0.026
H 10.9380 19.9180 18.4641 0.084
H 12.9913 16.9002 6.9541 0.070
Si 14.4933 14.5977 10.2556 -0.037
C 17.8839 9.5984 13.6174 -0.219
H 16.4577 15.5283 7.4677 0.089
C 12.9390 12.4236 8.2318 -0.025
H 15.5717 16.7918 17.6875 0.088
C 19.4423 12.5922 15.1856 -0.093
H 10.5102 12.3034 9.5577 0.071
C 11.8337 13.8058 15.3540 -1.118
H 16.8537 14.2843 12.6582 0.060
H 16.8019 7.0696 11.6223 0.102
H 18.0775 14.9650 11.6034 0.078
H 16.3032 16.8908 9.7127 0.084
As 17.0331 10.9453 15.9326 1.273
C 16.9768 13.2575 10.7310 -0.574
H 15.0458 15.4064 6.4056 0.073
C 15.8571 7.7392 13.4188 -0.093
C 10.0311 11.6431 18.3399 -0.047
C 13.4836 17.3735 7.7790 -0.028
C 14.6744 16.5241 8.2447 -0.629
C 17.5799 14.0584 11.8890 -0.015
H 12.7182 11.0819 11.3742 0.094
C 17.8614 8.7135 12.5307 -0.048
C 11.2227 12.9671 9.9940 -0.021
H 15.0447 7.0291 13.3637 0.094
O 13.5685 13.3160 10.4060 -0.121
H 18.7379 12.2406 10.0055 0.070
H 12.2286 11.7908 7.7247 0.076
Cl 17.1047 13.5265 17.8314 -0.188
O 7.6636 8.9598 17.7353 0.081
H 11.1330 17.5876 17.6203 0.112
F 15.2156 13.6478 14.5927 -0.615
H 14.8657 17.9068 9.9151 0.056
H 11.7396 12.8772 18.6692 0.085
H 15.0398 8.6721 15.2029 0.111
C 12.0072 18.1584 17.9510 -0.041
H 15.9328 18.1849 8.6185 0.071
C 19.8596 11.0481 12.9171 -0.065
C 11.9014 19.4531 18.3682 -0.124
H 12.7618 17.4676 8.5814 0.087
C 12.3568 10.9252 18.1097 -0.739
H 13.8797 18.3647 7.5010 0.087
C 20.5075 12.8797 14.3278 -0.085
N 12.2702 15.6224 16.7402 0.023
H 12.0307 14.7752 11.7696 0.037
Lu 14.6521 13.4096 16.5977 1.217
C 11.8636 9.6700 17.6862 -0.128
O 14.4047 15.4277 17.4913 -0.254
C 18.4333 10.5228 18.4334 -0.122
S 12.1187 12.1746 14.9226 0.488
H 15.6114 12.2371 12.1162 0.099
C 18.0019 12.9507 9.6311 -0.024
```

As for the net charge: -2. The frontier orbital gap is 0.2256 Ha. The total energy comes out at -8373.74604 a.u.

(4)
Formula: C15H15AlN3O3S
Source: the OMol25 dataset
Level of theory: the ωB97M-V functional and the def2-TZVPD basis

XYZ file:
```
38
Properties=species:S:1:pos:R:3:lowdin_charge:R:1
N 1.1920 -0.4874 -0.2313 0.073
C 1.4612 4.5727 0.8476 -0.007
Al 0.0865 0.6815 0.9475 0.303
N -0.2753 3.3977 0.2012 0.058
H 1.5785 -0.0693 -1.0727 0.136
H -10.7293 3.8960 -1.1753 0.092
N 0.5840 2.5182 0.7586 -0.020
S -8.6117 0.9674 -1.5739 1.031
H 0.5927 -1.2440 -0.5583 0.137
H -10.2765 3.4362 -2.8226 0.095
H 2.4332 -2.0964 0.4706 0.141
C -6.5481 1.3009 0.2178 -0.071
O -8.1771 3.4900 -0.8587 0.043
H 2.1324 5.3897 1.0420 0.118
C -6.9206 0.9010 -1.0623 -0.519
C -1.7212 0.6541 0.4508 -0.009
C -2.8871 0.6968 0.1113 -0.059
C -5.9662 0.4186 -1.9509 -0.080
H -6.2642 0.1139 -2.9450 0.110
C 1.9539 -0.7962 2.1280 -0.540
C 1.6442 3.2331 1.1580 -0.052
C -4.2605 0.7525 -0.2897 -0.248
H -1.1828 3.0645 -0.1047 0.152
C -10.3482 3.0851 -1.7919 -0.068
H -7.2955 1.6651 0.9077 0.119
O 0.9465 0.0559 2.3228 0.017
C 0.2149 4.6363 0.2491 -0.024
H -11.0246 2.2325 -1.7641 0.071
O 2.5955 -1.3179 2.9851 0.156
H 2.4674 2.7476 1.6571 0.138
C -5.2230 1.2348 0.6007 -0.009
H -3.8949 -0.0415 -2.2531 0.119
H -4.9264 1.5452 1.5936 0.124
H 3.2080 -0.5167 0.4253 0.141
C -4.6396 0.3370 -1.5659 -0.022
C 2.2761 -1.0357 0.6456 -0.062
C -8.9664 2.7202 -1.3241 -0.728
H -0.3438 5.4716 -0.1389 0.142
```

As for the net charge: +1. The frontier orbital gap is 0.3030 Ha. The total energy comes out at -1611.10247 a.u.